18
Properties=species:S:1:pos:R:3 method="wB97M-V/def2-TZVPD" s_squared=0.75 multiplicity=2 e_tot_ha=-438.72623 homo_ev="1.3 / 1.0" charge=-2 homo_lumo_gap_ha="0.208 / 0.221" relative_energy_ev=2.886
C -1.14 0.14 1.28
C -0.08 -1.04 1.21
N -0.26 -2.30 0.42
C -1.52 -2.53 0.96
C 0.47 2.58 -0.71
O 1.05 1.76 -1.44
O 0.79 3.03 0.41
H -1.74 -0.04 2.16
H -0.50 1.00 1.42
H -1.64 0.16 0.32
H 0.22 -1.35 2.23
H 0.79 -0.48 0.82
H -2.44 -2.20 0.47
H -1.73 -2.99 1.95
H -0.56 2.91 -1.06
H 0.64 -1.75 -1.20
H 0.44 -0.44 -1.94
O 0.90 -1.29 -2.03

***

12
Properties=species:S:1:pos:R:3 method="wB97M-V/def2-TZVPD" multiplicity=1 e_tot_ha=-232.08944 homo_ev=-9.2 homo_lumo_gap_ha=0.375 relative_energy_ev=3.725
C 3.66 0.20 0.02
C 2.55 -0.28 0.04
C 1.24 -0.69 -0.02
C 0.06 -0.87 -0.17
C -1.38 -0.74 0.03
C -1.74 0.77 -0.03
H 4.61 0.66 -0.06
H -2.01 -1.31 -0.66
H -1.52 -1.20 1.02
H -2.66 1.00 0.51
H -0.93 1.37 0.39
H -1.87 1.09 -1.07

***

19
Properties=species:S:1:pos:R:3 method="wB97M-V/def2-TZVPD" multiplicity=1 e_tot_ha=-402.12337 homo_ev=-10.4 homo_lumo_gap_ha=0.363 relative_energy_ev=6.933
C 1.55 -1.73 -0.28
C 1.53 -0.18 -0.01
C 0.51 0.33 0.99
C -0.19 1.53 0.19
C -1.45 1.14 -0.58
H 2.17 -1.98 -1.18
H 0.30 -1.86 -0.49
H 1.79 -2.49 0.53
H 1.34 0.30 -1.05
H 2.57 -0.06 0.16
H 0.89 0.76 2.03
H -0.56 -0.46 1.17
H 0.38 2.30 -0.38
H -0.67 2.31 1.09
H -1.94 2.17 -0.90
H -1.22 0.63 -1.65
N -2.05 -1.16 -0.31
O -2.33 0.27 0.14
O -2.61 -1.81 0.52

***

107
Properties=species:S:1:pos:R:3 method="wB97M-V/def2-TZVPD" s_squared=0.80 multiplicity=2 e_tot_ha=-5691.23544 homo_ev="-5.1 / -6.9" homo_lumo_gap_ha="0.163 / 0.230" relative_energy_ev=0.817
Ti -0.87 0.56 1.17
C 4.43 4.66 4.07
C 3.31 4.09 3.24
C 3.23 4.36 1.87
C 2.23 3.82 1.03
C 2.28 4.10 -0.34
N 1.35 3.73 -1.29
C 1.88 3.31 -2.57
C 2.64 1.99 -2.49
C 1.75 0.81 -2.09
N 0.95 0.35 -3.23
C -0.19 0.77 -3.67
C -1.14 1.67 -3.08
C -1.83 2.50 -3.99
C -2.71 3.47 -3.58
C -3.42 4.37 -4.54
C -2.95 3.54 -2.20
C -2.36 2.71 -1.27
C -2.87 2.80 0.10
N -2.53 2.11 1.11
C -3.45 2.23 2.26
C -2.83 2.34 3.65
C -1.88 1.21 4.02
N -0.70 1.32 3.17
C 0.26 2.03 3.67
C 1.32 2.69 3.00
C 2.34 3.28 3.80
C 1.24 2.93 1.61
O 0.31 2.42 0.88
C -1.43 1.70 -1.68
O -0.93 0.84 -0.89
H 4.83 5.57 3.61
H 5.25 3.95 4.17
H 4.08 4.91 5.07
H 3.97 5.01 1.42
H 3.11 4.69 -0.72
H 0.64 3.12 -0.88
H 2.56 4.09 -2.93
H 1.07 3.26 -3.29
H 3.41 2.07 -1.71
H 3.15 1.78 -3.43
H 1.10 1.05 -1.26
H 2.34 -0.04 -1.77
H 1.38 -0.37 -3.79
H -0.45 0.39 -4.65
H -1.62 2.38 -5.05
H -2.91 4.40 -5.50
H -3.47 5.39 -4.16
H -4.44 4.04 -4.72
H -3.66 4.28 -1.83
H -3.70 3.50 0.21
H -4.07 1.33 2.23
H -4.11 3.09 2.10
H -3.66 2.37 4.35
H -2.29 3.29 3.74
H -2.34 0.23 3.87
H -1.59 1.30 5.07
H 0.21 2.21 4.75
H 2.35 3.07 4.86
S 1.54 -0.17 1.12
C 2.49 -1.64 1.38
C 3.72 -1.47 2.03
C 4.60 -2.52 2.17
C 4.29 -3.77 1.65
C 3.07 -3.96 1.02
C 2.17 -2.91 0.88
As 0.37 -3.10 0.17
C 0.36 -5.06 -0.07
C 0.46 -5.74 -1.28
C 0.38 -7.13 -1.32
C 0.19 -7.86 -0.15
C 0.08 -7.19 1.06
C 0.16 -5.80 1.09
C 0.68 -2.72 -1.75
C 1.95 -2.72 -2.33
C 2.09 -2.68 -3.71
C 0.97 -2.65 -4.54
C -0.30 -2.62 -3.96
C -0.43 -2.65 -2.58
H 3.96 -0.49 2.42
H 5.55 -2.36 2.68
H 4.99 -4.60 1.74
H 2.82 -4.94 0.63
H 0.61 -5.20 -2.20
H 0.46 -7.65 -2.27
H 0.13 -8.94 -0.19
H -0.06 -7.74 1.98
H 0.06 -5.29 2.05
H 2.83 -2.79 -1.70
H 3.08 -2.71 -4.15
H 1.08 -2.66 -5.61
H -1.18 -2.61 -4.59
H -1.43 -2.64 -2.14
C -3.88 -1.49 2.76
C -3.23 -1.47 1.37
C -2.94 -2.92 0.99
C -4.20 -0.90 0.33
N -2.02 -0.67 1.35
H -4.76 -2.14 2.74
H -4.21 -0.50 3.08
H -3.18 -1.88 3.50
H -3.86 -3.51 1.03
H -2.21 -3.37 1.66
H -2.53 -2.98 -0.02
H -5.11 -1.50 0.27
H -3.72 -0.89 -0.65
H -4.48 0.13 0.57

***

16
Properties=species:S:1:pos:R:3 method="wB97M-V/def2-TZVPD" multiplicity=1 e_tot_ha=-2057.79520 homo_ev=-9.5 homo_lumo_gap_ha=0.306
C 3.78 -0.74 0.30
N 0.67 -2.07 1.24
N -1.18 2.09 -1.12
N 0.37 -1.34 0.04
N -0.20 0.99 -1.17
O -0.61 0.70 1.57
P 0.18 0.38 0.40
Cl 5.06 0.28 0.65
Cl 1.91 1.26 0.73
Cl 3.59 -0.67 -1.37
H 1.54 -1.88 1.56
H -0.06 -1.99 1.88
H -1.77 2.11 -0.28
H -0.60 2.93 -1.06
H 0.97 -1.35 -0.75
H -0.56 0.23 -1.66

***

59
Properties=species:S:1:pos:R:3 method="wB97M-V/def2-TZVPD" s_squared=0.75 multiplicity=2 e_tot_ha=-3169.24203 homo_ev="-15.5 / -15.6" charge=+2 homo_lumo_gap_ha="0.371 / 0.262"
Sr -0.27 0.04 -0.98
C 4.44 -1.09 -0.63
C 3.48 -0.01 -0.17
C 3.34 1.09 -1.21
C 3.89 0.56 1.18
O 2.15 -0.62 -0.07
Ge 1.23 -0.90 1.45
O -0.10 -1.86 0.70
C 0.00 -3.26 0.27
C -1.31 -3.92 0.62
C 1.17 -3.93 0.97
C 0.23 -3.22 -1.24
O 0.32 0.65 1.43
C -0.60 1.12 2.48
C -0.22 2.56 2.77
C -0.45 0.25 3.71
C -2.00 1.01 1.90
H 5.44 -0.68 -0.78
H 4.11 -1.52 -1.58
H 4.51 -1.89 0.11
H 4.29 1.59 -1.38
H 2.62 1.85 -0.87
H 3.01 0.67 -2.17
H 4.87 1.04 1.10
H 3.98 -0.23 1.93
H 3.18 1.32 1.52
H -1.47 -3.90 1.70
H -1.32 -4.96 0.30
H -2.15 -3.40 0.14
H 1.04 -3.90 2.05
H 2.12 -3.47 0.70
H 1.23 -4.98 0.68
H -0.62 -2.74 -1.75
H 0.29 -4.22 -1.66
H 1.16 -2.71 -1.49
H 0.80 2.62 3.15
H -0.88 2.99 3.51
H -0.28 3.16 1.86
H 0.58 0.29 4.09
H -0.73 -0.79 3.50
H -1.10 0.60 4.51
H -2.09 1.64 1.00
H -2.75 1.37 2.60
H -2.24 -0.03 1.66
O -0.02 1.93 -2.71
C -1.12 2.75 -3.16
C -2.43 2.23 -2.62
C -3.56 3.03 -2.78
C -4.78 2.55 -2.36
C -4.85 1.29 -1.78
C -3.68 0.58 -1.62
N -2.48 1.03 -2.03
H 0.78 2.26 -3.14
H -1.16 2.75 -4.25
H -0.97 3.78 -2.82
H -3.47 4.00 -3.24
H -5.68 3.15 -2.48
H -5.79 0.87 -1.44
H -3.69 -0.40 -1.16

***

Copy entry 1 word for word.
18
Properties=species:S:1:pos:R:3 method="wB97M-V/def2-TZVPD" s_squared=0.75 multiplicity=2 e_tot_ha=-438.72623 homo_ev="1.3 / 1.0" charge=-2 homo_lumo_gap_ha="0.208 / 0.221" relative_energy_ev=2.886
C -1.14 0.14 1.28
C -0.08 -1.04 1.21
N -0.26 -2.30 0.42
C -1.52 -2.53 0.96
C 0.47 2.58 -0.71
O 1.05 1.76 -1.44
O 0.79 3.03 0.41
H -1.74 -0.04 2.16
H -0.50 1.00 1.42
H -1.64 0.16 0.32
H 0.22 -1.35 2.23
H 0.79 -0.48 0.82
H -2.44 -2.20 0.47
H -1.73 -2.99 1.95
H -0.56 2.91 -1.06
H 0.64 -1.75 -1.20
H 0.44 -0.44 -1.94
O 0.90 -1.29 -2.03

***

What did the fourth record say?
107
Properties=species:S:1:pos:R:3 method="wB97M-V/def2-TZVPD" s_squared=0.80 multiplicity=2 e_tot_ha=-5691.23544 homo_ev="-5.1 / -6.9" homo_lumo_gap_ha="0.163 / 0.230" relative_energy_ev=0.817
Ti -0.87 0.56 1.17
C 4.43 4.66 4.07
C 3.31 4.09 3.24
C 3.23 4.36 1.87
C 2.23 3.82 1.03
C 2.28 4.10 -0.34
N 1.35 3.73 -1.29
C 1.88 3.31 -2.57
C 2.64 1.99 -2.49
C 1.75 0.81 -2.09
N 0.95 0.35 -3.23
C -0.19 0.77 -3.67
C -1.14 1.67 -3.08
C -1.83 2.50 -3.99
C -2.71 3.47 -3.58
C -3.42 4.37 -4.54
C -2.95 3.54 -2.20
C -2.36 2.71 -1.27
C -2.87 2.80 0.10
N -2.53 2.11 1.11
C -3.45 2.23 2.26
C -2.83 2.34 3.65
C -1.88 1.21 4.02
N -0.70 1.32 3.17
C 0.26 2.03 3.67
C 1.32 2.69 3.00
C 2.34 3.28 3.80
C 1.24 2.93 1.61
O 0.31 2.42 0.88
C -1.43 1.70 -1.68
O -0.93 0.84 -0.89
H 4.83 5.57 3.61
H 5.25 3.95 4.17
H 4.08 4.91 5.07
H 3.97 5.01 1.42
H 3.11 4.69 -0.72
H 0.64 3.12 -0.88
H 2.56 4.09 -2.93
H 1.07 3.26 -3.29
H 3.41 2.07 -1.71
H 3.15 1.78 -3.43
H 1.10 1.05 -1.26
H 2.34 -0.04 -1.77
H 1.38 -0.37 -3.79
H -0.45 0.39 -4.65
H -1.62 2.38 -5.05
H -2.91 4.40 -5.50
H -3.47 5.39 -4.16
H -4.44 4.04 -4.72
H -3.66 4.28 -1.83
H -3.70 3.50 0.21
H -4.07 1.33 2.23
H -4.11 3.09 2.10
H -3.66 2.37 4.35
H -2.29 3.29 3.74
H -2.34 0.23 3.87
H -1.59 1.30 5.07
H 0.21 2.21 4.75
H 2.35 3.07 4.86
S 1.54 -0.17 1.12
C 2.49 -1.64 1.38
C 3.72 -1.47 2.03
C 4.60 -2.52 2.17
C 4.29 -3.77 1.65
C 3.07 -3.96 1.02
C 2.17 -2.91 0.88
As 0.37 -3.10 0.17
C 0.36 -5.06 -0.07
C 0.46 -5.74 -1.28
C 0.38 -7.13 -1.32
C 0.19 -7.86 -0.15
C 0.08 -7.19 1.06
C 0.16 -5.80 1.09
C 0.68 -2.72 -1.75
C 1.95 -2.72 -2.33
C 2.09 -2.68 -3.71
C 0.97 -2.65 -4.54
C -0.30 -2.62 -3.96
C -0.43 -2.65 -2.58
H 3.96 -0.49 2.42
H 5.55 -2.36 2.68
H 4.99 -4.60 1.74
H 2.82 -4.94 0.63
H 0.61 -5.20 -2.20
H 0.46 -7.65 -2.27
H 0.13 -8.94 -0.19
H -0.06 -7.74 1.98
H 0.06 -5.29 2.05
H 2.83 -2.79 -1.70
H 3.08 -2.71 -4.15
H 1.08 -2.66 -5.61
H -1.18 -2.61 -4.59
H -1.43 -2.64 -2.14
C -3.88 -1.49 2.76
C -3.23 -1.47 1.37
C -2.94 -2.92 0.99
C -4.20 -0.90 0.33
N -2.02 -0.67 1.35
H -4.76 -2.14 2.74
H -4.21 -0.50 3.08
H -3.18 -1.88 3.50
H -3.86 -3.51 1.03
H -2.21 -3.37 1.66
H -2.53 -2.98 -0.02
H -5.11 -1.50 0.27
H -3.72 -0.89 -0.65
H -4.48 0.13 0.57